Entry 1:
C53H61F9InN4O4PSTe | ωB97M-V/def2-TZVPD

Computed properties:
E: -4672.53410 hartree
expectation value of S²: 0.76
charge: +1
energy above the lowest of the compared OMol25 structures with the same formula, charge and spin: 259.71 kJ/mol
multiplicity: 2

Cartesian coordinates (Å):
In -0.640 0.270 0.590
O -0.375 -1.724 2.190
P -0.799 -2.340 3.478
N -2.016 -1.511 4.290
C -1.669 -0.129 4.654
C -3.015 0.527 5.008
C -4.084 -0.408 4.403
C -3.286 -1.395 3.555
N 0.500 -2.476 4.497
C 0.287 -2.836 5.914
C 1.497 -2.249 6.645
C 1.892 -1.051 5.779
C 1.676 -1.595 4.371
N -1.472 -3.835 3.243
C -0.590 -4.813 2.563
C -1.137 -6.168 3.001
C -1.612 -5.891 4.428
C -2.272 -4.523 4.277
H -1.205 0.394 3.804
H -0.969 -0.117 5.489
H -3.072 1.534 4.598
H -3.131 0.595 6.088
H -4.825 0.126 3.810
H -4.602 -0.946 5.196
H -3.111 -0.983 2.549
H -3.767 -2.366 3.457
H 0.233 -3.920 6.034
H -0.648 -2.407 6.285
H 2.313 -2.974 6.653
H 1.262 -1.982 7.673
H 2.919 -0.731 5.951
H 1.227 -0.206 5.967
H 2.541 -2.192 4.063
H 1.504 -0.831 3.614
H 0.449 -4.688 2.890
H -0.623 -4.663 1.484
H -0.389 -6.956 2.939
H -1.988 -6.444 2.375
H -0.755 -5.831 5.102
H -2.303 -6.642 4.807
H -2.313 -3.946 5.200
H -3.295 -4.654 3.906
C 4.957 -0.441 -7.672
C 4.162 -0.241 -6.413
C 4.720 -0.478 -5.163
C 4.018 -0.239 -3.989
C 4.679 -0.544 -2.670
C 2.712 0.262 -4.083
Te 1.690 0.899 -2.327
N -0.934 2.608 -1.103
C 0.061 3.434 -1.311
O 0.818 3.216 -2.315
C 0.438 4.534 -0.371
C 0.641 4.225 0.970
C 1.049 5.210 1.856
C 1.237 6.509 1.406
C 1.051 6.811 0.064
C 0.663 5.825 -0.828
C 3.255 2.097 -1.531
C 3.805 3.139 -2.296
C 3.542 3.322 -3.767
C 4.616 4.063 -1.653
C 4.887 3.997 -0.293
C 5.706 5.052 0.394
C 4.367 2.932 0.425
C 3.551 1.977 -0.170
C 3.059 0.850 0.707
C 2.098 0.441 -5.330
C 0.676 0.921 -5.479
C 2.841 0.187 -6.474
H 5.952 -0.822 -7.452
H 5.058 0.507 -8.202
H 4.454 -1.140 -8.342
H 5.733 -0.859 -5.099
H 5.378 -1.374 -2.775
H 3.937 -0.815 -1.917
H 5.235 0.319 -2.300
H 0.489 3.208 1.313
H 1.209 4.966 2.898
H 1.528 7.286 2.100
H 1.208 7.824 -0.284
H 0.525 6.049 -1.878
H 2.500 3.113 -4.000
H 4.174 2.661 -4.364
H 3.752 4.350 -4.057
H 5.024 4.884 -2.233
H 5.916 5.884 -0.275
H 6.657 4.637 0.735
H 5.177 5.432 1.268
H 4.579 2.850 1.486
H 3.900 0.226 1.013
H 2.335 0.211 0.201
H 2.595 1.245 1.613
H 0.165 0.983 -4.518
H 0.112 0.248 -6.126
H 0.650 1.913 -5.934
H 2.381 0.343 -7.444
O -1.014 -1.362 -1.109
S -1.173 -2.479 -2.101
C -2.494 -1.957 -3.210
C -3.776 -1.684 -2.759
C -4.733 -1.264 -3.667
C -4.407 -1.114 -5.010
C -3.118 -1.379 -5.449
C -2.155 -1.802 -4.546
C -2.066 -3.777 -1.237
C -2.046 -5.042 -1.809
C -2.711 -6.081 -1.179
C -3.387 -5.848 0.012
C -3.387 -4.581 0.580
C -2.715 -3.538 -0.039
H -4.028 -1.793 -1.713
H -5.738 -1.058 -3.324
H -5.158 -0.784 -5.714
H -2.863 -1.258 -6.494
H -1.142 -2.012 -4.872
H -1.517 -5.206 -2.741
H -2.695 -7.070 -1.617
H -3.908 -6.660 0.501
H -3.905 -4.399 1.513
H -2.676 -2.554 0.414
F -4.805 4.729 -0.651
C -3.564 4.540 -0.199
F -3.492 5.018 1.050
F -2.727 5.244 -0.959
C -3.133 3.037 -0.210
O -1.751 3.033 0.029
C -3.838 2.302 0.980
F -5.027 2.822 1.275
F -3.074 2.369 2.082
F -4.030 0.987 0.727
C -3.621 2.377 -1.548
F -3.191 1.122 -1.712
F -3.290 3.098 -2.614
F -4.968 2.302 -1.510

Cartesian forces (eV/Å) of the 6 atoms listed first:
-0.02 -0.31 0.17
0.19 0.26 -0.43
-0.36 -0.38 0.40
0.37 -0.20 -0.44
-0.01 0.14 0.14
-0.01 -0.10 -0.03

Atom charges from the Mulliken analysis, given in e for atoms 1 to 99: atom 1 (In): 1.85, atom 2 (O): -0.66, atom 3 (P): -1.32, atom 4 (N): 0.38, atom 5 (C): -0.06, atom 6 (C): -0.67, atom 7 (C): -0.86, atom 8 (C): 0.32, atom 9 (N): 0.38, atom 10 (C): -0.37, atom 11 (C): -0.75, atom 12 (C): -0.59, atom 13 (C): -0.31, atom 14 (N): 1.12, atom 15 (C): -0.46, atom 16 (C): -0.45, atom 17 (C): -0.73, atom 18 (C): -0.74, atom 19 (H): -0.08, atom 20 (H): 0.11, atom 21 (H): 0.24, atom 22 (H): 0.37, atom 23 (H): 0.42, atom 24 (H): 0.33, atom 25 (H): -0.36, atom 26 (H): 0.07, atom 27 (H): 0.04, atom 28 (H): 0.40, atom 29 (H): 0.35, atom 30 (H): 0.37, atom 31 (H): 0.46, atom 32 (H): 0.19, atom 33 (H): 0.33, atom 34 (H): 0.02, atom 35 (H): 0.48, atom 36 (H): -0.14, atom 37 (H): 0.45, atom 38 (H): -0.01, atom 39 (H): 0.21, atom 40 (H): 0.45, atom 41 (H): 0.35, atom 42 (H): 0.37, atom 43 (C): -1.60, atom 44 (C): 0.76, atom 45 (C): -0.85, atom 46 (C): 0.87, atom 47 (C): -1.77, atom 48 (C): 0.05, atom 49 (Te): -0.08, atom 50 (N): -0.32, atom 51 (C): -0.61, atom 52 (O): -0.78, atom 53 (C): 1.09, atom 54 (C): 0.40, atom 55 (C): -1.01, atom 56 (C): -0.67, atom 57 (C): -0.76, atom 58 (C): -0.48, atom 59 (C): 0.98, atom 60 (C): 0.90, atom 61 (C): -1.65, atom 62 (C): -0.91, atom 63 (C): 0.73, atom 64 (C): -1.75, atom 65 (C): -0.69, atom 66 (C): 0.87, atom 67 (C): -1.78, atom 68 (C): 1.12, atom 69 (C): -2.02, atom 70 (C): -0.73, atom 71 (H): 0.36, atom 72 (H): 0.33, atom 73 (H): 0.38, atom 74 (H): 0.40, atom 75 (H): 0.59, atom 76 (H): 0.16, atom 77 (H): 0.28, atom 78 (H): 0.38, atom 79 (H): 0.47, atom 80 (H): 0.44, atom 81 (H): 0.47, atom 82 (H): 0.50, atom 83 (H): 0.11, atom 84 (H): 0.25, atom 85 (H): 0.51, atom 86 (H): 0.39, atom 87 (H): 0.39, atom 88 (H): 0.35, atom 89 (H): 0.38, atom 90 (H): 0.45, atom 91 (H): 0.51, atom 92 (H): -0.18, atom 93 (H): 0.48, atom 94 (H): 0.14, atom 95 (H): 0.53, atom 96 (H): 0.37, atom 97 (H): 0.50, atom 98 (O): 0.54, atom 99 (S): -0.31



Entry 2:
C3H18N6O6 | ωB97M-V/def2-TZVPD

Computed properties:
E: -904.80285 hartree
energy above the lowest of the compared OMol25 structures with the same formula, charge and spin: 1119.89 kJ/mol

Cartesian coordinates (Å):
O 1.648 -2.158 -0.294
H 1.313 -2.087 -1.188
H 2.096 -3.003 -0.271
O 2.127 0.639 0.821
H 1.895 1.380 1.381
H 1.292 0.334 0.467
O 0.254 0.023 0.386
H 0.308 -0.931 0.341
H -0.520 0.195 0.922
C -0.928 0.243 2.624
O -1.127 -0.310 1.574
N -0.787 -0.297 3.818
N -0.756 1.522 2.720
H -0.831 -1.280 4.048
H -0.795 0.254 4.664
H -0.924 2.078 1.894
H -0.455 1.835 3.632
C -0.846 -1.647 -1.511
O -0.632 -2.324 -0.516
N -1.601 -0.525 -1.617
N -0.457 -1.911 -2.711
H -1.818 -0.182 -2.542
H -1.921 -0.098 -0.759
H 0.215 -2.665 -2.736
H -0.602 -1.261 -3.470
C 0.467 1.926 -1.730
O 0.605 2.888 -2.532
N 0.521 0.745 -2.202
N 0.410 1.981 -0.451
H 0.584 0.672 -3.207
H 0.875 -0.013 -1.636
H 0.299 1.142 0.101
H 0.089 2.835 -0.019

Cartesian forces (eV/Å) of the 6 atoms listed first:
1.84 0.20 0.07
0.20 -0.23 0.06
0.19 -0.15 0.15
7.81 1.95 2.58
0.43 0.21 -0.01
2.40 -0.13 0.27

Taken from the natural (NBO) analysis, the atomic charges in e are: atom 1 (O): -0.91, atom 2 (H): 0.45, atom 3 (H): 0.48, atom 4 (O): -1.00, atom 5 (H): 0.42, atom 6 (H): 0.42, atom 7 (O): -0.95, atom 8 (H): 0.55, atom 9 (H): 0.45, atom 10 (C): 0.79, atom 11 (O): -0.60, atom 12 (N): -0.80, atom 13 (N): -0.80, atom 14 (H): 0.42, atom 15 (H): 0.39, atom 16 (H): 0.42, atom 17 (H): 0.40, atom 18 (C): 0.75, atom 19 (O): -0.67, atom 20 (N): -0.83, atom 21 (N): -0.83, atom 22 (H): 0.39, atom 23 (H): 0.41, atom 24 (H): 0.40, atom 25 (H): 0.40, atom 26 (C): 0.74, atom 27 (O): -0.74, atom 28 (N): -0.82, atom 29 (N): -0.82, atom 30 (H): 0.39, atom 31 (H): 0.38, atom 32 (H): 0.39, atom 33 (H): 0.36



Number 2 is which compound? C3H18N6O6